The following is a quantum chemistry calculation of C33H33BCl3N4O3SScSe2 as an isolated structure in a non-equilibrium geometry, from the OMol25 dataset.

XYZ file:
```
81
Properties=species:S:1:pos:R:3:forces:R:3
Sc 0.208248 -1.905840 0.993518 0.3757 2.1373 1.0534
C -1.147127 -4.112110 4.718460 -0.0580 0.0429 -0.1098
Se 0.279755 -3.008264 3.962629 -0.2219 0.3469 -0.0216
C -0.189403 -1.391758 5.017535 0.1532 -0.1054 -0.3921
C -1.389859 -0.643510 4.474858 -0.0951 0.0574 -0.2038
Se -0.960231 0.300417 2.777371 -0.0104 -0.6176 0.2832
C -2.716309 1.111532 2.556630 -0.0562 0.0204 -0.0486
H -0.908108 -4.294782 5.764857 0.0619 0.0325 -0.0926
H -1.174750 -5.054746 4.179618 0.0269 0.0172 -0.0445
H -2.107280 -3.607162 4.633262 0.0624 -0.0538 -0.0543
H 0.695790 -0.748543 5.036353 -0.0873 -0.1919 0.0932
H -0.388266 -1.751357 6.032121 0.0942 0.0479 -0.1787
H -1.707430 0.129856 5.181760 0.0644 -0.0549 -0.1511
H -2.238621 -1.308672 4.280050 0.1695 0.1794 0.0151
H -3.489953 0.374613 2.756736 0.0445 -0.0209 -0.0646
H -2.795141 1.476068 1.537707 0.0057 0.0060 -0.0506
H -2.797111 1.945453 3.251615 0.0733 -0.0668 -0.0404
O -1.526291 -3.579022 -1.381340 -0.0554 0.9913 0.4783
B -0.684872 -3.624017 -0.257019 -0.1042 -1.5320 -1.2453
O -0.198193 -4.943468 -0.165230 0.3415 0.4910 0.8205
C -0.744868 -5.673260 -1.185653 -0.7134 0.2211 -0.8678
C -0.582397 -7.006874 -1.516865 0.1574 0.2730 0.2982
C -1.256945 -7.462768 -2.638410 -0.0250 0.0098 -0.0179
C -2.074875 -6.622615 -3.387360 0.0184 -0.0351 0.0181
C -2.252870 -5.290889 -3.047352 0.0397 0.3849 0.2085
C -1.566626 -4.828417 -1.938016 0.4828 -1.0181 0.2479
H 0.039811 -7.659079 -0.926537 0.1017 -0.0806 0.0607
H -1.147326 -8.493397 -2.939364 0.0111 -0.0729 0.0152
H -2.583002 -7.020533 -4.252515 -0.0531 0.0037 -0.0486
H -2.897331 -4.644239 -3.619673 -0.0645 0.0953 -0.0798
Cl -5.104745 5.555571 -0.291712 -0.1239 0.1417 0.1275
C -3.777571 4.886733 -1.146572 0.3398 -0.2363 -0.1794
C -3.186795 3.716423 -0.696881 -0.1719 0.0399 -0.0895
C -2.152617 3.154422 -1.418040 -0.1225 0.1203 -0.2681
C -1.668365 3.736918 -2.584779 0.0437 0.1191 -0.1847
C -0.559684 3.111614 -3.403694 -0.3472 -0.2282 -0.1164
C -0.663458 1.549168 -3.445110 -0.2269 0.7733 -0.6651
N 0.084810 0.899123 -2.401183 -0.1106 -0.4430 0.7027
C 1.436183 0.951253 -2.241702 0.5969 -0.3176 0.4422
C 1.717853 0.256707 -1.102191 0.5259 0.1138 -0.1559
N 0.552743 -0.238404 -0.565716 -0.6132 -0.6689 0.2943
C -0.407251 0.176916 -1.389444 -0.3692 -0.2671 0.0461
O 0.750602 3.519819 -3.056500 0.0252 -0.0801 -0.3070
C 1.007771 3.909924 -1.720448 0.1450 0.2169 0.3714
C 0.564209 5.309524 -1.419373 -0.2068 -0.1461 0.4234
C -0.129679 5.699827 -0.308108 0.1950 0.4718 -0.4046
Cl -0.587869 4.696682 0.996139 -0.0068 -0.1359 0.4788
S -0.472531 7.396771 -0.294390 0.1605 -0.5395 -0.1110
C 0.339979 7.580079 -1.793659 -0.0480 -0.0668 0.1397
C 0.840607 6.410775 -2.263456 0.0093 0.1966 0.0132
C -2.258506 4.934091 -3.001439 -0.1278 -0.2087 0.3112
Cl -1.705165 5.740132 -4.416444 -0.0026 0.1252 -0.2204
C -3.305442 5.502986 -2.294589 -0.0295 0.0091 -0.0282
H -3.542977 3.256220 0.209406 -0.0934 -0.0371 0.1164
H -1.712113 2.238544 -1.057534 0.0460 -0.0391 0.0813
H -0.677172 3.446489 -4.443427 -0.0783 -0.1933 0.2907
H -0.270395 1.206654 -4.404515 -0.0468 -0.0483 0.1262
H -1.712707 1.259568 -3.363815 0.1517 -0.0845 -0.0789
H 2.064976 1.480820 -2.928611 0.0935 0.0359 -0.0556
H 2.671615 0.087759 -0.633580 0.0512 -0.0253 -0.0505
H -1.453066 -0.064314 -1.281775 -0.0460 0.0374 -0.1123
H 2.098572 3.858932 -1.641875 -0.1020 -0.1071 0.1243
H 0.559677 3.222398 -0.992339 0.1409 0.0148 -0.0601
H 0.413885 8.551470 -2.238748 0.0023 0.2378 -0.1124
H 1.402075 6.309117 -3.173984 0.0376 0.0712 -0.2356
H -3.760234 6.411677 -2.649993 -0.0593 0.1514 -0.0364
N 3.997483 -0.287674 2.897720 -0.2328 0.0865 0.0258
C 2.677053 -0.186396 2.687937 -0.3850 0.3499 0.0461
N 2.180038 -1.200553 1.998973 -0.0932 -0.2914 -0.2411
C 3.270265 -2.031479 1.746188 0.8003 0.0584 0.1964
C 3.340891 -3.243357 1.059668 -0.1885 0.1606 0.0462
C 4.581540 -3.842098 0.966831 -0.1854 -0.0912 -0.0898
C 5.723744 -3.257779 1.529432 -0.0121 0.1118 0.0422
C 5.672700 -2.054660 2.200815 -0.0671 0.0456 0.0403
C 4.425137 -1.454272 2.310413 -0.2525 -0.7951 -0.5434
H 4.580522 0.363011 3.403591 -0.1658 0.0583 -0.0142
H 2.094977 0.649724 3.042763 0.0116 0.0414 -0.0034
H 2.447128 -3.693999 0.619900 0.2121 -0.1399 -0.0066
H 4.687180 -4.782351 0.447885 -0.0483 -0.0672 -0.0408
H 6.670075 -3.764894 1.431223 0.0914 -0.0431 -0.0280
H 6.555628 -1.598228 2.616998 0.1436 0.0040 0.0730
```
Positions in Å, forces in eV/Å.

The total energy is -9088.8810 Eh. The multiplicity is 1. The HOMO energy comes out at -12.365 eV. Its total charge is +2. For the largest force on an atom, the calculation gives 2.41 eV/Å. Its frontier orbital gap is 6.05 eV.